[1]
{"formula": "C4H11NO", "method": "ωB97M-V/def2-TZVPD", "largest_force_ev_per_a": 5.26, "multiplicity": 2, "charge": 1, "orbital_gap_ev": [9.16, 4.60], "homo_energy_ev": [-14.441, -14.441], "s2": 0.76, "symbols": ["C", "C", "O", "N", "H", "H", "H", "H", "H", "C", "C", "H", "H", "H", "H", "H", "H"], "xyz": [[1.095, -0.205, 2.035], [-0.437, -0.180, 2.035], [-1.195, 0.651, 2.458], [-1.068, -1.514, 2.011], [1.505, -0.945, 2.731], [1.609, 0.700, 2.454], [-2.056, -1.567, 1.954], [-0.678, -2.240, 1.385], [1.412, -0.288, 0.969], [-0.343, 1.185, -1.776], [0.351, 0.171, -2.723], [-1.095, 0.655, -1.124], [0.199, 1.791, -1.118], [-0.805, 2.101, -2.229], [0.725, -0.660, -2.120], [-0.309, -0.211, -3.490], [1.089, 0.556, -3.452]], "atomic_forces_ev_per_a": [[0.9, 1.7, -0.5], [0.0, -4.9, 2.0], [-0.3, 1.7, -0.5], [2.4, 1.3, -1.1], [-0.7, -0.7, -0.6], [-1.2, -0.2, -0.7], [-1.4, 0.4, 0.3], [0.3, 0.8, 0.3], [-0.1, -0.3, 0.8], [-1.8, 0.0, -0.9], [0.0, 0.8, -0.3], [0.4, 0.5, -0.8], [2.1, 0.1, 1.4], [-0.4, -1.4, -0.5], [0.3, 0.0, -0.4], [-0.9, -0.4, 0.4], [0.4, 0.3, 1.2]], "lowdin_charge": [0.0582, -0.3290, 0.3611, 0.2618, 0.1178, 0.1245, 0.1164, 0.1540, 0.1181, -0.1763, -0.1512, 0.0603, 0.0173, 0.0839, 0.0491, 0.0578, 0.0763]}

***

[2]
{"formula": "C4H11NO2", "method": "ωB97M-V/def2-TZVPD", "largest_force_ev_per_a": 6.12, "multiplicity": 2, "charge": -1, "orbital_gap_ev": [3.17, 9.89], "homo_energy_ev": [0.951, -5.961], "s2": 0.75, "symbols": ["C", "C", "C", "N", "C", "O", "H", "H", "H", "H", "H", "H", "H", "H", "H", "H", "H", "O"], "xyz": [[-0.608, 1.291, -0.057], [-1.030, 1.353, -1.510], [0.775, 0.507, 0.037], [0.960, -0.270, 1.120], [2.284, -0.908, 1.282], [1.662, 0.697, -0.811], [-1.285, 0.573, 0.493], [-0.623, 2.263, 0.451], [-2.056, 1.683, -1.567], [-0.368, 1.815, -2.236], [-1.062, 0.314, -1.925], [0.276, -0.460, 1.843], [2.221, -1.990, 1.518], [2.952, -0.269, 1.958], [2.876, -0.852, 0.287], [-1.822, -1.507, 0.146], [-2.555, -2.188, -0.948], [-2.598, -2.053, -0.082]], "atomic_forces_ev_per_a": [[0.9, -2.3, 0.4], [-0.3, -1.7, -0.6], [-0.1, 2.1, -0.6], [1.8, -0.7, -0.2], [1.4, 0.9, -1.2], [-1.0, -0.3, 0.7], [0.1, 1.0, -0.4], [0.4, -0.3, 0.0], [-0.3, 0.5, -0.3], [0.1, 0.7, 0.4], [-0.1, 0.5, 0.5], [-0.4, 0.2, -0.3], [-0.1, 0.8, 0.4], [-1.0, -1.2, -0.3], [-1.4, -0.1, 1.4], [-0.1, -0.2, 0.1], [0.4, -0.9, -6.0], [-0.4, 1.0, 6.0]], "lowdin_charge": [-0.2454, -0.1846, -0.5810, -0.0241, -0.2238, -0.0184, 0.0552, 0.0910, 0.0475, 0.0607, 0.0602, 0.0308, 0.0355, 0.0770, 0.0872, -0.0227, -0.1005, -0.1447]}

***

[3]
{"formula": "C4H11NO2", "method": "ωB97M-V/def2-TZVPD", "largest_force_ev_per_a": 1.65, "charge": 0, "orbital_gap_ev": 9.52, "homo_energy_ev": -8.577, "symbols": ["C", "N", "O", "H", "H", "H", "H", "H", "C", "C", "C", "O", "H", "H", "H", "H", "H", "H"], "xyz": [[0.621, -0.842, 1.170], [0.707, -2.129, 0.560], [0.153, -0.775, 2.456], [-0.751, -0.353, 2.397], [-0.130, -2.668, 0.760], [1.500, -2.650, 0.922], [1.593, -0.342, 1.089], [0.194, 0.355, 0.297], [-0.345, 1.460, -0.647], [0.252, 1.155, -2.005], [-1.012, -0.009, 0.239], [-1.829, 0.245, 1.143], [-1.161, -0.721, -0.577], [-1.313, 1.952, -0.696], [0.301, 2.078, -0.017], [-0.417, 0.530, -2.600], [1.211, 0.637, -1.925], [0.426, 2.078, -2.565]], "atomic_forces_ev_per_a": [[0.2, 0.3, -0.1], [-0.2, 0.1, -0.1], [-0.3, 0.4, -0.4], [0.0, -0.1, 0.0], [0.0, 0.0, 0.0], [0.0, 0.1, 0.0], [0.1, 0.0, 0.0], [-0.2, -1.3, 0.8], [-0.7, -0.5, 0.2], [0.0, -0.1, 0.0], [0.4, 1.5, -0.6], [0.5, -0.2, 0.0], [0.3, -0.2, 0.1], [0.0, 0.1, 0.0], [0.0, 0.0, 0.1], [0.0, 0.0, 0.0], [0.0, 0.0, 0.0], [0.0, -0.1, 0.1]], "lowdin_charge": [-0.3823, 0.0509, -0.0258, 0.0854, 0.0882, 0.0809, 0.1381, 0.1293, -0.1571, -0.1178, -0.3826, -0.0817, 0.1346, 0.1049, 0.1090, 0.0756, 0.0759, 0.0746]}

***

[4]
{"formula": "C4H11NO2", "method": "ωB97M-V/def2-TZVPD", "largest_force_ev_per_a": 3.11, "charge": 0, "orbital_gap_ev": 10.27, "homo_energy_ev": -9.480, "smiles": "CCNC(C)=O.O", "symbols": ["O", "C", "N", "C", "C", "C", "H", "H", "H", "H", "H", "H", "H", "H", "H", "O", "H", "H"], "xyz": [[-2.329, -0.460, 0.043], [-1.578, -0.536, 0.980], [-0.333, -0.075, 0.837], [-1.934, -1.070, 2.330], [1.478, 1.488, 0.134], [0.252, 0.687, -0.297], [0.229, -0.066, 1.691], [-2.827, -1.711, 2.236], [-2.156, -0.258, 3.042], [-1.106, -1.677, 2.735], [1.177, 2.326, 0.785], [1.890, 1.899, -0.803], [2.269, 0.913, 0.644], [-0.488, 1.461, -0.577], [0.398, 0.027, -1.174], [1.764, -0.612, -4.070], [2.394, -1.254, -4.470], [0.900, -1.083, -4.066]], "atomic_forces_ev_per_a": [[-1.6, -0.3, -0.9], [0.2, 0.6, -0.5], [2.8, 0.7, 1.2], [-0.3, -0.7, 0.7], [0.2, -0.1, -0.4], [-1.3, 0.1, 0.4], [-0.2, 0.0, -0.6], [0.4, 0.4, 0.0], [0.1, -0.2, -0.3], [-0.3, 0.2, 0.0], [0.1, -0.4, -0.2], [0.1, 0.0, 0.5], [-0.3, 0.1, -0.3], [0.1, -0.6, -0.2], [0.2, 0.3, 0.6], [-0.2, -1.1, -0.4], [-0.7, 0.7, 0.4], [0.9, 0.5, 0.0]], "lowdin_charge": [0.0546, -0.6079, 0.0322, -0.0112, -0.1032, -0.2219, 0.1321, 0.0894, 0.0898, 0.0820, 0.0776, 0.0787, 0.0732, 0.1193, 0.1150, -0.0932, 0.0462, 0.0471]}

***

So what do the calculations give for ΔE to the lowest compared entry with this formula, charge and spin? Going down the list: 69.2, 30.7, 108.1, 11.6 kcal per mole.